Record 1
Here is C23H42Cl2HoN2O3P as an isolated structure in a non-equilibrium geometry from the OMol25 dataset. Energies are from ωB97M-V/def2-TZVPD.

Geometry as XYZ:
```
74
Properties=species:S:1:pos:R:3:forces:R:3:lowdin_spin:R:1
O -0.3802 -2.3527 -0.1729 2.1 3.8 -2.0 -0.007
C -0.8912 -3.2586 0.5324 0.9 -2.9 3.3 0.000
C -1.6901 -4.2734 -0.1555 -1.0 -1.1 0.6 0.000
C -2.7154 -3.9880 -1.1099 0.6 -0.1 0.4 0.000
H -3.1929 -2.9967 -1.0813 0.4 -0.4 -0.2 0.000
C -3.1255 -4.9679 -2.0187 0.1 0.0 0.2 0.000
H -3.8796 -4.7218 -2.7677 0.1 -0.1 0.2 0.000
C -2.6015 -6.2671 -1.9666 0.2 0.4 0.1 0.001
H -2.8995 -7.0094 -2.7067 0.0 0.2 0.2 0.000
C -1.6799 -6.5847 -0.9640 -0.3 0.2 0.3 0.000
H -1.2948 -7.5957 -0.8762 0.0 0.1 -0.1 0.000
C -1.2530 -5.6171 -0.0509 -0.7 0.2 -0.4 0.000
H -0.5620 -5.8605 0.7520 0.1 0.0 -0.3 0.000
H -0.3995 -3.5734 1.7036 0.6 -1.0 -2.8 -0.001
C -2.3179 -3.3165 3.1063 -0.3 0.3 1.3 -0.001
C -1.0056 -2.8453 2.5861 -1.5 1.9 -0.6 -0.005
H -2.4255 -3.1537 4.1978 0.2 0.0 -0.2 0.000
H -2.4750 -4.3957 2.9873 0.1 0.2 -0.4 0.000
H -3.1653 -2.7745 2.6640 0.3 -0.2 -0.2 0.000
C -0.1257 -1.9308 3.0219 -0.4 0.0 -0.1 0.001
C -0.2313 -0.9393 4.1625 0.3 -0.1 0.5 0.000
H 0.7953 -1.7589 2.4516 -0.4 -0.1 -0.4 0.000
H -0.9089 -1.2157 4.9832 0.1 0.0 -0.4 0.000
H -0.5228 0.0518 3.7806 -0.2 -0.3 -0.1 0.000
H 0.7588 -0.7521 4.6081 -0.2 -0.3 0.0 0.000
Ho 0.7994 -1.0163 -1.4567 -2.0 -1.4 2.4 4.032
Cl -1.0686 0.5797 -0.6441 -0.2 -0.1 -1.0 -0.004
Cl 2.3366 -2.8593 -2.2612 0.3 0.1 -0.2 -0.006
H -1.9782 -1.6123 -4.4857 0.2 0.0 0.1 0.000
H -2.5918 0.4424 -5.5676 0.0 0.1 0.2 0.000
C -1.3994 -1.1315 -3.6932 -0.2 -0.2 0.2 0.000
C -2.2661 0.9775 -4.6703 0.0 0.1 0.2 0.000
N -1.1613 0.2613 -4.0535 0.7 0.3 -0.1 0.000
H -0.4626 -1.6915 -3.5874 -0.1 0.1 -0.3 0.000
C -0.0012 0.8719 -3.8084 -0.2 -1.1 0.6 0.000
O 0.9760 0.2832 -3.2605 -0.8 1.1 -1.1 -0.004
H -1.9054 1.9641 -4.9455 -0.1 0.1 -0.1 0.000
H 0.0393 1.9339 -4.0847 0.1 -0.3 0.0 0.000
H -1.9668 -1.2184 -2.7585 0.1 0.2 -0.1 0.000
H -3.1011 1.0959 -3.9666 0.2 -0.2 -0.2 0.000
H 5.0690 1.6455 1.5544 -0.2 -0.3 -0.1 0.000
H 6.3371 0.3954 -0.5420 0.0 -0.1 0.1 0.000
C 4.4209 0.7561 1.5821 -0.1 -0.2 0.0 0.000
C 5.6394 -0.4050 -0.2735 0.1 0.4 -0.6 0.000
N 4.3935 0.1464 0.2443 0.6 0.3 0.6 0.000
H 3.4113 1.0486 1.8889 0.2 -0.2 -0.2 0.000
C 3.3200 0.0292 -0.4925 -1.9 -0.4 0.4 0.000
O 2.1241 0.0792 -0.0470 2.1 0.4 -0.6 -0.006
H 5.3726 -0.9665 -1.1724 0.4 -0.1 0.1 0.000
H 3.5038 -0.1818 -1.5692 0.0 -0.1 0.5 0.000
H 4.8401 0.0397 2.3017 -0.2 0.2 -0.2 0.000
H 6.1054 -1.0761 0.4530 -0.2 0.1 -0.1 0.000
C 0.7936 3.8113 3.4368 -0.1 0.2 0.1 0.000
C -0.3062 4.1507 2.4341 -0.4 0.0 -0.6 0.000
P -0.4405 2.8787 1.0708 0.5 0.3 0.6 0.000
C -1.7184 3.6278 -0.0819 0.2 -0.4 0.3 0.000
C -2.1519 5.0637 0.1457 -0.2 0.2 -0.2 0.000
C 1.1314 3.2801 0.1268 -0.3 -0.2 0.1 0.000
C 1.4476 4.7516 -0.1304 0.4 0.0 -0.3 0.000
H 1.7920 4.0101 3.0305 -0.1 -0.1 0.0 0.000
H 0.6658 4.4342 4.3281 0.2 -0.1 0.0 0.000
H 0.7468 2.7614 3.7514 0.0 0.1 -0.1 0.000
H -1.2897 4.1424 2.9302 0.3 0.1 -0.1 0.000
H -0.1644 5.1418 1.9824 0.0 0.0 0.4 0.000
H -1.3095 3.5015 -1.0920 -0.2 0.0 0.1 0.000
H -2.5731 2.9414 -0.0036 0.1 0.2 -0.1 0.000
H -1.3524 5.7679 -0.1181 -0.2 -0.1 0.2 0.000
H -3.0041 5.2762 -0.5121 0.1 0.1 0.1 0.000
H -2.4755 5.2493 1.1771 0.1 0.0 -0.2 0.000
H 1.9611 2.7776 0.6518 -0.2 0.2 -0.1 0.000
H 1.0055 2.7492 -0.8289 0.1 0.1 0.2 0.000
H 1.5437 5.3494 0.7881 -0.1 -0.2 -0.3 0.000
H 2.4106 4.8244 -0.6600 -0.2 0.1 0.1 0.000
H 0.6907 5.2159 -0.7778 0.2 -0.1 0.2 0.000
```
Positions in Å, forces in eV/Å.

Its spin multiplicity is 5. As for the net charge: 0. For the gap between HOMO and LUMO (spin up / spin down), the calculation gives 4.38 / 4.40 eV.

=====

Record 2
Here is C23H42GdN2OS4 as an isolated structure in a non-equilibrium geometry from the OMol25 dataset. Energies are from ωB97M-V/def2-TZVPD.

Geometry as XYZ:
```
73
Properties=species:S:1:pos:R:3:forces:R:3:lowdin_spin:R:1
Gd 8.9042 9.2288 12.1989 1.0 -0.7 -2.1 6.788
C 5.2931 8.0329 11.6098 -1.1 -0.3 1.1 -0.002
C 6.1902 6.7993 11.5468 0.5 0.1 0.8 -0.002
S 7.5041 6.7785 12.8718 -1.0 -0.2 -0.5 -0.014
C 6.3609 6.8779 14.2770 -0.6 -1.4 0.0 0.001
C 5.9754 8.2027 14.8710 0.4 1.5 0.4 0.000
S 7.1724 9.5986 14.6371 -1.3 0.7 -0.1 -0.009
C 5.9451 10.9516 14.0530 1.3 -1.5 1.2 -0.002
C 5.3966 10.7628 12.6835 -2.2 0.7 -1.2 -0.006
S 6.1703 9.6235 11.5523 0.1 0.1 -0.7 -0.018
H 4.6732 8.1016 10.7153 -0.3 -0.5 0.2 0.000
H 4.6436 7.9260 12.5422 0.7 0.5 -1.4 0.000
H 5.6400 5.8851 11.8132 -0.1 0.3 -0.7 0.000
H 6.6986 6.7330 10.5931 0.1 -0.2 -0.1 0.000
H 5.4098 6.3698 13.9575 0.9 0.3 0.2 0.000
H 6.7648 6.1990 15.0244 0.2 0.2 0.2 0.000
H 5.0973 8.5880 14.3728 -0.4 -0.1 0.2 0.000
H 5.8113 8.1543 15.9604 -0.1 -0.2 -0.6 0.000
H 5.1606 10.8723 14.8050 0.2 0.6 0.0 0.000
H 6.5357 11.8623 14.0714 -0.1 0.0 0.6 0.000
H 4.2906 10.6223 12.7165 0.7 -0.4 0.0 -0.001
H 5.4203 11.7206 12.1135 0.3 -0.5 0.4 0.000
N 11.2624 8.2402 11.9384 1.0 0.6 0.1 -0.004
C 11.9107 7.1625 12.7054 -1.2 -0.7 0.9 0.002
C 11.9724 7.3904 14.2326 0.0 0.5 0.3 0.000
C 10.7499 7.9337 15.0090 -0.6 -0.9 -0.6 -0.001
N 10.2776 9.2426 14.5294 -0.5 0.8 1.0 -0.021
H 11.2785 8.1219 10.9085 -0.3 -0.3 0.8 0.003
H 11.8058 9.1113 12.0798 -0.2 -0.5 -0.1 0.001
H 12.9312 6.9898 12.3948 0.2 -0.3 -0.3 0.000
H 11.2962 6.2316 12.6080 0.6 0.7 -0.5 0.000
H 12.8746 7.9653 14.5039 -0.4 0.4 -0.2 0.000
H 12.1928 6.4439 14.7146 0.0 -0.4 -0.1 0.000
H 11.0471 7.9615 16.0428 0.2 0.1 0.6 0.000
H 9.8765 7.2076 14.9959 0.9 0.7 -0.3 0.000
H 11.0582 9.8823 14.4843 0.4 0.1 -0.1 0.000
H 9.6537 9.7012 15.2333 0.6 -0.8 -0.7 0.000
O 9.0700 11.4364 12.4843 0.0 3.5 -0.1 -0.018
S 9.3099 12.8624 11.8307 -0.4 -0.3 0.7 -0.005
C 7.6688 13.5737 11.3507 0.0 -0.8 -0.9 -0.001
C 7.0637 14.2686 12.5504 0.0 0.1 0.3 0.000
C 8.1983 14.8974 13.3833 -1.7 1.4 0.3 0.000
C 9.5000 14.2303 13.2205 1.4 -1.6 -1.6 -0.001
H 7.0767 12.7303 10.9470 0.3 0.2 0.3 0.000
H 7.8187 14.2139 10.4538 0.3 -0.1 0.8 0.000
H 6.4166 13.5986 13.1366 0.5 0.1 -0.2 0.000
H 6.4339 15.1086 12.2893 -0.4 -0.1 -0.5 0.000
H 7.8840 14.8521 14.4130 0.0 0.1 0.5 0.000
H 8.1939 15.9905 13.1406 0.6 -0.9 0.1 0.000
H 9.8692 13.6330 14.0504 -0.1 0.1 0.2 0.000
H 10.3088 14.8958 12.8626 -0.4 -0.5 0.1 0.000
C 10.0235 7.9125 7.8352 1.4 0.6 0.4 0.018
C 9.5549 9.2279 8.4892 -1.5 0.6 0.4 0.035
C 10.5578 10.3678 8.4744 0.9 -0.6 0.4 0.003
C 9.1533 8.9604 9.9157 0.7 -1.0 1.7 0.235
C 8.2579 9.6706 7.7842 0.1 -0.4 0.6 0.008
C 7.4332 8.6436 7.3025 0.7 0.0 -0.6 0.000
C 6.2914 8.9725 6.6155 -0.8 -0.4 -0.8 0.000
C 5.9910 10.3008 6.3581 -1.9 0.8 -0.6 -0.001
C 6.7648 11.3256 6.8718 0.4 0.9 0.3 0.000
C 7.8499 11.0114 7.6899 0.8 -0.4 -0.7 0.001
H 11.0821 7.6587 8.0837 -0.5 0.6 -0.3 0.000
H 9.8791 8.0157 6.7578 0.3 -0.5 0.0 0.004
H 9.4872 7.0877 8.2742 -0.5 -0.3 -0.3 0.002
H 11.5554 9.9813 8.7778 -0.5 0.3 -0.3 0.000
H 10.2785 11.1431 9.1885 -0.1 -0.1 0.1 0.001
H 10.6055 10.8379 7.5106 0.4 0.2 -0.7 0.000
H 8.5197 8.0274 9.9180 -0.2 0.3 0.2 0.010
H 7.8282 7.6151 7.2617 -0.7 0.6 0.3 0.000
H 5.6622 8.2058 6.1305 0.4 0.3 0.5 0.000
H 5.0544 10.5617 5.7849 1.3 -0.4 0.5 0.000
H 6.6157 12.3924 6.5843 -0.2 -1.0 0.4 0.000
H 8.5296 11.7884 8.0754 -0.5 -0.3 -0.2 0.000
```
Positions in Å, forces in eV/Å.

Its spin multiplicity is 8. As for the net charge: +1. For the gap between HOMO and LUMO (spin up / spin down), the calculation gives 5.14 / 4.61 eV.

=====

Q: Which value of net charge does entry 2 give?
A: +1